No. 1
{"formula": "C13H24ClI2N2P2Pd", "method": "ωB97M-V/def2-TZVPD", "symbols": ["H", "H", "C", "P", "P", "C", "C", "H", "C", "H", "H", "H", "H", "H", "I", "H", "H", "H", "N", "C", "N", "Pd", "C", "Cl", "C", "H", "H", "C", "H", "H", "C", "H", "H", "H", "C", "H", "H", "H", "C", "H", "C", "C", "H", "I", "H"], "coordinates": [[-0.1796, 1.4405, 3.3661], [-2.7372, -1.1628, -3.7260], [3.4314, 0.2882, 2.9266], [-2.3215, 0.6766, 1.9865], [-0.5310, -1.6443, -2.4512], [1.9782, 2.0373, -0.9771], [2.4785, 0.9267, 0.8475], [1.4872, -0.4221, 2.1214], [1.1942, -1.2624, -2.9724], [1.4925, 2.3576, -1.8632], [5.5415, 2.4489, 1.3303], [-1.8420, -3.5689, -2.8700], [-0.1907, -4.0725, -2.4084], [1.9351, -1.2617, -2.1657], [-3.0712, -3.2509, -1.0647], [-4.3032, 0.6994, 0.7144], [-3.1015, -0.8314, 3.8233], [5.2265, 1.1056, 3.4886], [3.2836, 2.2818, -0.6864], [2.3630, 0.1716, 2.0061], [1.4438, 1.3048, 0.0201], [-0.5728, 0.8530, 0.8573], [-1.0391, 1.7937, 2.8105], [-3.7112, -0.9972, 0.3039], [-3.8309, 1.5011, 1.3084], [-1.7009, -1.3684, 2.8668], [-1.7326, 2.1176, 3.5225], [-2.6485, -0.8430, 2.8731], [-0.7655, 2.6819, 2.2352], [1.3757, -2.0503, -3.6803], [-1.3863, -1.1505, -4.0883], [-0.4826, -3.4785, -4.1105], [-1.2242, -1.8310, -4.8433], [-3.3197, -1.4248, 2.1816], [-0.7520, -3.3826, -3.0603], [-0.8612, -0.1617, -4.3234], [-4.5476, 1.8675, 2.0143], [1.1757, -0.2870, -3.4465], [4.5036, 1.1209, 2.7066], [3.3548, -0.2952, 3.8734], [4.6477, 1.7951, 1.4542], [3.6134, 1.6681, 0.5429], [-3.4943, 2.2544, 0.5955], [-4.1567, -1.3453, -2.6121], [3.9773, 2.7005, -1.4271]], "atomic_forces_ev_per_a": [[-0.064, -0.514, 0.163], [2.935, 0.364, -1.504], [-1.528, -1.203, 0.975], [-2.764, -0.862, -0.001], [-0.762, -0.132, -1.592], [2.316, -0.438, 2.274], [-1.295, 2.009, -0.983], [-0.373, -0.613, 0.499], [-0.447, -0.065, 0.330], [-0.376, 0.362, -0.546], [-0.866, -0.502, -0.206], [1.405, -0.256, -1.236], [-0.247, -0.092, -0.451], [-0.258, -0.201, -0.109], [0.364, -3.004, 2.970], [-0.084, 1.193, 0.653], [-0.258, 0.553, 1.458], [0.818, 0.563, 0.150], [0.990, 0.986, -2.333], [1.499, 0.261, 1.162], [0.243, -1.167, -0.242], [0.548, -0.464, -1.716], [1.075, -0.212, -1.313], [0.478, -1.167, -0.861], [0.973, 0.303, -0.101], [0.290, -0.237, 0.397], [-1.395, 0.960, 1.452], [0.199, -0.765, -1.200], [-0.204, 0.393, 0.147], [0.828, 0.000, -0.518], [0.516, 3.499, 3.365], [0.067, -0.201, 0.183], [-0.184, -1.506, -1.700], [0.775, 0.660, 1.425], [0.255, -0.543, 1.630], [-1.811, -0.844, -0.132], [-0.100, 0.486, 0.741], [0.228, 0.105, -0.246], [-0.799, -1.211, -0.385], [0.244, 0.581, -0.865], [0.931, 1.114, -0.367], [0.408, 0.026, -0.988], [-0.071, 0.312, 0.215], [-2.832, 2.295, -2.700], [-1.668, -0.826, 2.106]], "e_above_lowest_kcal_mol": 120.4, "s2": 6.04, "total_charge": 3, "orbital_gap_ev": [4.05, 3.16], "multiplicity": 5, "e_tot_ev": -67594.88102}

No. 2
{"formula": "C13H24CuN3OP2S", "method": "ωB97M-V/def2-TZVPD", "symbols": ["H", "N", "C", "Cu", "H", "C", "C", "H", "P", "C", "H", "H", "H", "C", "H", "C", "C", "H", "H", "H", "O", "C", "C", "C", "C", "H", "N", "C", "H", "S", "H", "N", "H", "H", "P", "H", "H", "H", "H", "H", "H", "C", "H", "H", "H"], "coordinates": [[1.2698, -5.4612, 0.5094], [1.3138, -0.3041, 0.7989], [0.7727, -4.5784, 0.1373], [-0.1003, 0.6562, -0.0193], [0.2020, 5.0082, -0.3117], [-1.4049, 3.7030, 0.3757], [-2.9335, 2.0044, -1.3865], [-3.6964, 2.7809, -1.3254], [1.0766, 2.7291, -0.3150], [-0.5028, -2.3303, -0.7093], [0.8770, -2.3211, -2.1948], [3.2014, 2.4135, -1.3915], [2.0474, 3.1910, -2.4872], [1.7066, -1.2912, 1.3372], [2.0866, -4.6279, -2.8121], [-0.2118, 4.0224, -0.5343], [-3.0915, 1.6005, 1.4679], [-3.8979, 2.3342, 1.5012], [-0.6239, -3.9271, 2.8978], [-0.5178, 4.0300, -1.5832], [2.1187, -2.2713, 1.8673], [2.4136, 3.1627, -1.4622], [-0.3195, -4.0261, 0.8192], [1.2310, -3.9481, -0.9840], [2.4004, -4.3791, -1.7966], [-1.1230, 3.8100, 1.4260], [0.5702, -2.8348, -1.3797], [-0.8289, -4.6235, 2.0824], [-0.3536, -5.5757, 2.3037], [-1.2506, -0.9232, -1.3573], [1.0581, 2.8490, 2.0931], [-0.9416, -2.9292, 0.3812], [-3.4144, 1.0365, -1.5215], [-2.2956, 2.1932, -2.2503], [-1.9334, 1.9669, 0.1249], [3.1365, -3.5751, -1.8518], [-2.5607, 1.6047, 2.4194], [2.6482, 2.4628, 1.4589], [2.8740, -5.2509, -1.3548], [-1.9091, -4.7482, 2.0203], [2.8249, 4.1386, -1.1993], [1.7738, 3.0964, 1.3102], [-3.5133, 0.6080, 1.3094], [2.0651, 4.1453, 1.3849], [-2.2440, 4.3790, 0.2016]], "atomic_forces_ev_per_a": [[0.007, 0.010, -0.019], [0.109, -0.101, 0.089], [-0.021, -0.046, 0.065], [0.121, 0.138, -0.362], [-0.008, 0.004, 0.003], [0.073, -0.023, -0.006], [0.040, 0.004, -0.003], [-0.003, 0.008, 0.029], [-0.249, -0.088, 0.080], [0.072, -0.138, -0.022], [0.013, 0.019, -0.026], [-0.001, 0.004, 0.000], [-0.008, -0.030, -0.011], [-0.010, -0.020, 0.005], [0.014, 0.007, 0.004], [0.029, -0.013, 0.032], [0.006, -0.005, -0.021], [0.001, 0.006, -0.020], [0.001, -0.005, -0.003], [0.010, -0.025, -0.011], [-0.029, 0.098, -0.085], [-0.046, -0.041, -0.037], [0.078, 0.060, -0.132], [-0.026, 0.033, -0.018], [0.043, 0.004, -0.046], [0.008, -0.010, 0.003], [-0.072, -0.088, 0.178], [0.006, 0.001, 0.025], [-0.010, 0.001, 0.000], [0.025, 0.202, 0.036], [0.014, 0.030, 0.028], [-0.026, -0.035, 0.102], [0.018, -0.010, -0.008], [-0.018, -0.007, -0.007], [-0.247, 0.104, 0.024], [-0.004, -0.009, -0.003], [-0.008, -0.008, 0.003], [-0.015, -0.015, 0.024], [-0.014, 0.000, 0.008], [-0.006, 0.006, 0.009], [-0.004, -0.003, -0.015], [0.114, -0.016, 0.119], [0.020, -0.006, 0.002], [0.001, -0.005, 0.024], [0.002, 0.009, -0.037]], "s2": 0.76, "total_charge": 1, "orbital_gap_ev": [8.09, 7.07], "multiplicity": 2, "e_tot_ev": -94437.59787}

No. 3
{"formula": "C13H24N2O4S", "method": "ωB97M-V/def2-TZVPD", "symbols": ["C", "H", "N", "H", "H", "N", "C", "H", "H", "H", "C", "C", "H", "C", "H", "S", "C", "H", "H", "C", "C", "C", "O", "H", "H", "C", "H", "H", "H", "H", "H", "H", "C", "O", "H", "C", "H", "C", "H", "O", "O", "H", "H", "H"], "coordinates": [[0.9738, 4.1417, 2.8062], [-0.1307, -2.2112, 1.7358], [-0.7771, -2.3686, -1.2426], [1.9938, 2.2630, 2.4546], [0.8179, 2.1910, 3.7773], [0.4976, 2.2071, -1.3371], [-0.2335, -4.1736, 0.8551], [-1.6403, -3.0879, 2.0263], [-2.0466, -0.5527, -2.6929], [0.2419, 4.5067, 3.5395], [0.7918, 0.8873, -1.3798], [-1.3763, -1.1576, -0.7501], [0.8996, -3.2030, -2.0630], [0.6375, -1.1966, -2.8327], [0.1107, 1.3157, 1.2858], [-1.2340, -3.8329, -0.6357], [-1.4348, -0.1411, -1.8892], [-1.0431, 2.2835, 2.2264], [-1.8976, 0.7819, -1.5336], [1.0682, 3.1097, -0.3669], [0.5823, -2.2242, -1.7018], [-0.0546, 2.2766, 1.7658], [1.6153, 0.3813, -0.6449], [1.9421, 4.6011, 3.0196], [1.2413, -1.8960, -0.8877], [0.0813, 3.4367, 0.7742], [-2.3758, -1.4165, -0.4007], [-0.1702, -3.5267, 2.9081], [1.6794, -1.0237, -3.1044], [-0.0937, 0.7668, -3.3167], [-0.2267, 2.5727, -1.9343], [-0.5043, -5.1901, 1.1261], [-0.0199, 0.1285, -2.4288], [-0.8754, -4.8240, -1.6078], [1.9601, 2.6285, 0.0382], [1.0205, 2.6144, 2.7966], [1.3554, 4.0445, -0.8552], [-0.5597, -3.1867, 1.9504], [-0.7963, -0.7359, 0.0844], [-2.6099, -3.7150, -0.2467], [0.5598, 4.5493, 1.5100], [0.8055, -4.1457, 0.5419], [0.1084, -1.5958, -3.6992], [-0.8838, 3.7174, 0.3295]], "atomic_forces_ev_per_a": [[0.031, -0.018, 0.416], [0.024, 0.118, 0.033], [-0.280, -0.801, 0.328], [0.042, -0.035, 0.030], [0.044, -0.041, 0.035], [-0.177, 0.388, 0.072], [-0.566, 0.324, -0.702], [-0.051, 0.064, 0.147], [-0.061, 0.029, -0.014], [0.108, -0.029, -0.034], [-0.343, 0.146, -0.588], [-0.546, 0.456, 0.218], [0.146, 0.112, -0.060], [0.039, 0.087, 0.294], [-0.038, -0.093, -0.022], [0.203, -0.285, -0.033], [0.117, -0.117, 0.146], [-0.025, -0.018, 0.002], [-0.044, -0.014, -0.015], [-0.061, 0.295, 0.387], [0.666, -0.189, -0.289], [-0.049, 0.203, -0.032], [0.311, -0.265, 0.270], [-0.082, -0.033, 0.029], [-0.076, -0.098, -0.095], [-0.004, -0.297, -0.406], [0.044, 0.221, 0.035], [0.035, -0.007, 0.022], [-0.001, -0.041, -0.041], [0.003, -0.023, 0.088], [0.067, -0.153, -0.055], [-0.006, -0.137, -0.075], [0.041, -0.154, -0.072], [0.302, 0.012, 0.024], [-0.016, 0.112, -0.042], [-0.013, 0.210, -0.127], [0.026, -0.073, 0.045], [-0.042, 0.084, 0.077], [-0.072, -0.039, -0.012], [-0.011, 0.209, 0.262], [0.081, 0.026, -0.187], [0.133, -0.063, -0.064], [0.015, -0.009, -0.043], [0.087, -0.065, 0.046]], "e_above_lowest_kcal_mol": 0.0, "total_charge": 0, "smiles": "CCS(=O)(=O)N1CCC(C(=O)NC[C@H]2CCCO2)CC1", "orbital_gap_ev": 10.05, "multiplicity": 1, "e_tot_ev": -35876.31155}

No. 4
{"formula": "C13H24N2Y", "method": "ωB97M-V/def2-TZVPD", "symbols": ["C", "N", "H", "H", "C", "H", "C", "H", "H", "H", "H", "C", "C", "C", "H", "H", "H", "C", "H", "H", "H", "H", "H", "N", "C", "H", "H", "H", "C", "H", "C", "H", "C", "C", "H", "H", "H", "Y", "C", "H"], "coordinates": [[1.4692, 0.2247, 1.2780], [-2.2400, 0.2995, -1.0029], [1.6258, -0.5386, 2.0308], [-2.6916, 0.0816, -1.8898], [1.3789, 3.5317, -1.5075], [-1.0786, -3.6319, -1.4475], [-0.4824, 1.2086, 2.5512], [-2.8055, 0.0449, 0.9911], [-0.8352, 0.2354, 2.8427], [-1.6450, -3.1901, 0.8540], [-2.4343, 1.2863, -0.9902], [-1.6062, -2.3356, 0.1750], [0.4610, 1.2093, 1.3693], [2.3754, 1.3316, -0.6915], [-1.0872, -1.5190, 0.7999], [-1.2638, 1.9658, 2.3792], [0.4649, 4.1292, -1.4047], [-3.0477, -1.8551, -0.0865], [-0.4876, 2.8651, 0.4302], [3.1676, 1.4343, -1.4110], [1.5216, 3.2613, -2.5495], [3.6293, -1.2797, 1.1481], [4.0404, -0.9399, -0.5539], [0.6710, -2.5358, -0.7677], [-3.1413, -0.3403, 0.0132], [-3.7262, -2.3410, 0.6264], [4.5548, 0.1868, 0.7028], [0.8993, -2.9580, 0.1404], [0.3441, 2.1970, 0.3989], [2.2188, 4.1519, -1.1979], [2.5064, 0.3779, 0.3186], [-4.1424, 0.0084, -0.1633], [-0.8050, -2.6514, -1.0491], [3.7388, -0.4796, 0.4047], [-1.0821, -1.9944, -1.9541], [1.2288, -2.9888, -1.5295], [0.1357, 1.5790, 3.3900], [0.1543, -0.2139, -0.9580], [1.3367, 2.3413, -0.5954], [-3.3205, -2.1584, -1.0947]], "atomic_forces_ev_per_a": [[0.740, 0.722, -0.496], [0.093, -0.276, -0.655], [-0.317, 0.081, 0.199], [0.183, -0.346, -0.447], [-0.762, -0.108, 0.301], [0.089, -0.007, 0.027], [0.722, 1.246, -0.332], [-0.284, -0.347, -0.192], [-0.327, -0.363, 0.039], [0.400, -0.036, -0.077], [0.086, 0.839, 0.401], [-0.293, 1.204, 1.193], [-0.653, -1.194, 1.140], [-1.280, 1.233, 0.652], [-0.252, -0.654, -0.357], [0.014, -0.583, 0.311], [0.267, -0.076, -0.104], [0.413, 0.132, 0.186], [-0.273, 0.645, 0.149], [0.166, 0.143, -0.351], [0.133, -0.007, -0.135], [0.118, 0.312, -0.125], [-0.169, 0.334, 0.307], [-0.301, 0.105, -0.938], [0.410, -0.031, 0.716], [0.061, 0.270, -0.302], [0.061, -0.175, 0.073], [0.039, -0.048, -0.491], [0.871, -0.400, -0.973], [0.147, 0.096, -0.030], [0.032, -0.960, 0.173], [-0.515, 0.096, 0.028], [0.513, -0.617, -1.164], [-0.086, -0.375, -0.237], [0.318, -0.342, 0.767], [-0.436, 0.223, 1.015], [-0.324, -0.103, -0.112], [-0.063, 0.228, 0.460], [0.847, -0.685, -0.526], [-0.387, -0.177, -0.097]], "total_charge": 3, "orbital_gap_ev": 9.02, "multiplicity": 1, "e_tot_ev": -17867.52716}

No. 5
{"formula": "C13H24N6OTaTl", "method": "ωB97M-V/def2-TZVPD", "symbols": ["C", "N", "H", "Ta", "H", "C", "N", "C", "H", "H", "H", "C", "N", "C", "O", "H", "H", "Tl", "C", "H", "N", "C", "H", "H", "H", "H", "H", "H", "H", "H", "H", "C", "H", "C", "H", "C", "C", "H", "H", "H", "H", "C", "C", "N", "N", "H"], "coordinates": [[-0.5556, 2.2452, -1.2078], [-0.0888, 0.6100, 7.5094], [2.2509, -1.9236, -2.5251], [-0.1389, 0.0072, 0.8956], [2.9544, -0.5302, -0.5091], [1.9318, -2.7614, -1.8948], [-0.0595, 0.0351, 2.8382], [0.4641, 1.9328, -2.3033], [0.6956, 0.8585, -2.3473], [1.6643, -3.5967, -2.5577], [-2.6340, 1.8378, -0.7267], [-3.0203, -1.2829, 1.1233], [-0.0048, 1.7651, 0.0778], [-0.0597, 0.1250, 4.0482], [-3.9886, -1.7246, 1.6930], [-0.5169, -3.3526, 0.4818], [2.7764, -3.0938, -1.2809], [-3.5270, 0.3758, 3.3491], [0.7533, 2.7064, 0.9273], [0.1795, 3.6337, 1.0792], [0.9326, -1.2000, -0.2144], [-0.8262, 3.7464, -1.1638], [-1.8145, 0.4502, -1.5037], [0.0865, 4.3304, -1.0269], [-1.5338, 3.9900, -0.3652], [2.7727, -1.9350, 0.5979], [1.4006, 2.4756, -2.1173], [-0.3074, -1.2976, -2.6282], [-0.6138, -3.0458, -2.6046], [0.1970, -4.4691, -0.7048], [2.3442, -0.2964, 1.1464], [0.7058, -2.4006, -1.0488], [1.7289, 2.9683, 0.4868], [2.3208, -0.9815, 0.2749], [0.9276, 2.2851, 1.9290], [0.0216, 0.2528, 6.3954], [-0.4807, -2.1573, -1.9684], [-1.4130, -1.9984, -1.4132], [0.0570, 2.2368, -3.2809], [-1.2864, 4.0569, -2.1109], [-2.2378, 1.8742, -2.4643], [0.3812, -3.5619, -0.1131], [-1.8825, 1.5467, -1.4756], [0.2069, -0.2770, 5.1985], [-1.9731, -0.7085, 0.9263], [1.2096, -3.7509, 0.5784]], "atomic_forces_ev_per_a": [[0.300, 0.151, -0.682], [0.161, -0.741, -2.701], [-0.041, -0.128, 0.079], [1.243, 0.018, -2.247], [-0.315, -0.111, 0.344], [0.070, 0.075, -0.103], [-0.113, 0.975, 0.965], [0.047, -0.025, -0.325], [-0.103, 0.238, 0.029], [0.086, 0.270, 0.221], [0.164, -0.080, -0.180], [-1.114, -0.647, 2.624], [-0.569, -0.532, 1.222], [2.018, -2.670, 1.429], [2.144, 0.905, -2.391], [0.078, -0.029, -0.119], [-0.143, 0.077, -0.147], [-0.390, 0.326, 0.622], [-0.006, 0.473, 0.004], [0.221, -0.379, 0.039], [-0.114, 0.809, 1.194], [-0.110, 0.159, -0.010], [0.118, 0.116, -0.058], [-0.110, -0.024, -0.075], [0.066, 0.050, -0.053], [-0.224, 0.498, 0.139], [-0.215, -0.089, -0.142], [-0.029, -0.169, 0.104], [-0.093, 0.348, 0.219], [0.091, 0.178, 0.264], [0.001, 0.054, 0.095], [-0.234, -0.595, -0.258], [-0.302, -0.184, 0.091], [0.003, -0.261, -0.485], [0.110, -0.003, -0.177], [-0.148, 0.837, 3.426], [-0.082, 0.012, -0.441], [0.118, -0.043, -0.057], [0.281, -0.072, 0.314], [0.169, -0.117, 0.219], [-0.017, -0.229, 0.334], [0.017, -0.304, 0.067], [-0.261, 0.042, -0.256], [-1.110, 1.565, -2.053], [-1.556, -0.665, -0.975], [-0.105, -0.082, -0.108]], "e_above_lowest_kcal_mol": 13.8, "total_charge": 2, "orbital_gap_ev": 7.04, "multiplicity": 1, "e_tot_ev": -31087.91299}